An isolated molecule of C5H8OS2, computed with ωB97M-V/def2-TZVPD.

Atoms and positions in Å:
S: 1.01 1.97 -1.69
C: -0.13 0.53 -1.04
C: 0.42 0.07 0.23
C: -0.31 0.47 1.47
S: -1.73 -0.60 1.34
C: -0.76 -1.85 0.01
C: 0.56 -1.47 0.30
O: 1.71 -0.64 -0.14
H: 2.19 1.19 -0.83
H: -1.19 0.72 -1.19
H: -0.08 -0.20 -1.73
H: -0.50 1.56 1.61
H: 0.00 0.14 2.40
H: -1.03 -1.68 -0.90
H: -1.08 -2.90 0.38
H: 0.89 -2.20 1.16

Properties
- DFT total energy (a.u.) = -1066.676374
- energy relative to the best compared isomer or geometry (same formula, charge and spin) (eV) = 6.939
- 2S+1 = 1
- SMILES = SC[C@@]12CSC[C@H]1O2
- frontier orbital gap (eV) = 8.9

A structure of composition C5H12ClN, computed with ωB97M-V/def2-TZVPD.

Atoms and positions in Å:
C: -2.03 0.13 -0.36
C: -1.15 1.44 1.43
C: 0.28 -0.05 0.37
C: 1.05 -0.39 -0.89
C: 2.27 -1.25 -0.80
H: -2.26 -0.66 0.24
H: -1.86 -0.40 -1.41
H: -2.74 0.93 -0.56
H: -1.63 0.69 2.45
H: -1.90 2.21 1.15
H: -0.39 1.90 1.80
H: -0.12 -1.11 0.67
H: 1.07 0.48 0.75
H: 1.27 0.32 -1.37
H: 0.57 -1.01 -1.71
H: 2.48 -1.87 -1.70
H: 2.20 -1.91 0.13
N: -0.80 0.83 0.19
Cl: 3.70 -0.27 -0.40

Properties
- DFT total energy (a.u.) = -712.507095
- energy relative to the best compared isomer or geometry (same formula, charge and spin) (eV) = 3.263
- 2S+1 = 1
- frontier orbital gap (eV) = 9.9

A cluster of 2 separate species, C3H7ClSi in total, computed with ωB97M-V/def2-TZVPD.

Atoms and positions in Å:
C: 0.97 -1.00 1.73
C: 0.50 0.29 -0.94
C: 1.73 -1.57 2.57
Si: -1.19 0.97 -0.90
Cl: 1.03 -2.15 4.12
H: -0.01 -0.83 1.30
H: 0.41 -0.77 -1.27
H: 1.46 0.57 -0.61
H: 2.81 -2.07 2.54
H: -1.94 2.01 -0.06
H: -1.98 -0.24 -0.62
H: -1.47 1.27 -2.33

Properties
- DFT total energy (a.u.) = -867.953307
- energy relative to the best compared isomer or geometry (same formula, charge and spin) (eV) = 6.311
- 2S+1 = 1
- frontier orbital gap (spin up / spin down) (eV) = 8.6 / 8.2

A structure of composition C22H22N3PdS5, computed with ωB97M-V/def2-TZVPD.

Atoms and positions in Å:
Pd: 0.62 0.21 0.25
C: 1.72 0.94 3.54
C: 0.90 -0.27 3.48
S: -0.39 -0.66 2.41
C: -1.66 0.50 2.71
C: -1.47 2.00 2.25
S: -0.87 2.34 0.50
C: 0.55 3.50 0.74
C: 1.40 3.24 1.89
S: 2.20 1.58 1.93
H: 2.66 0.61 4.01
H: 1.35 1.73 4.16
H: 0.71 -0.51 4.57
H: 1.50 -1.13 3.08
H: -1.83 0.66 3.78
H: -2.62 0.15 2.24
H: -0.76 2.56 2.96
H: -2.47 2.51 2.43
H: 0.11 4.50 0.70
H: 1.18 3.33 -0.18
H: 0.96 3.55 2.82
H: 2.29 3.93 1.83
S: 1.67 1.12 -1.75
C: 3.25 0.49 -1.59
C: 4.28 1.00 -2.46
N: 5.04 1.62 -3.04
C: 3.59 -0.58 -0.74
S: 2.48 -1.40 0.29
C: 4.88 -1.16 -0.79
N: 5.92 -1.66 -0.94
C: -0.52 -5.06 -1.90
C: -1.53 -4.31 -2.45
C: -1.79 -3.02 -2.10
C: -0.88 -2.49 -1.04
C: 0.03 -3.36 -0.38
C: 0.36 -4.58 -0.87
N: -0.88 -1.17 -0.81
C: -1.81 -0.30 -1.52
C: -1.42 0.29 -2.75
C: -2.03 1.40 -3.27
C: -3.19 1.85 -2.65
C: -3.62 1.28 -1.45
C: -2.94 0.15 -0.91
H: -0.29 -5.98 -2.30
H: -2.22 -4.77 -3.19
H: -2.64 -2.43 -2.43
H: 0.67 -2.99 0.43
H: 0.98 -5.25 -0.26
H: -0.50 -0.13 -3.15
H: -1.72 1.96 -4.15
H: -3.67 2.65 -3.17
H: -4.37 1.78 -0.87
H: -3.21 -0.20 0.10

Properties
- DFT total energy (a.u.) = -3134.267451
- energy relative to the best compared isomer or geometry (same formula, charge and spin) (eV) = 0.000
- charge = +1
- 2S+1 = 5
- ⟨S²⟩ = 6.081
- frontier orbital gap (spin up / spin down) (eV) = 7.6 / 6.3

A structure of composition C4H6MgO5Pt, computed with ωB97M-V/def2-TZVPD.

Atoms and positions in Å:
C: -1.77 -0.58 -2.09
O: -1.72 0.44 -1.33
O: -2.50 -0.59 -3.07
Mg: -3.28 1.51 -2.50
O: -0.08 2.16 1.29
O: 1.06 0.15 -1.10
C: 1.34 -0.92 -0.53
C: 1.25 -0.90 0.97
O: 0.17 -0.10 1.38
C: 0.43 1.19 2.07
Pt: -0.41 1.04 -0.16
H: -0.78 -1.31 -1.98
H: 1.58 -1.92 -0.94
H: 2.21 -0.54 1.38
H: 1.10 -1.94 1.32
H: -0.11 1.09 3.04
H: 1.52 1.24 2.25

Properties
- DFT total energy (a.u.) = -851.151957
- energy relative to the best compared isomer or geometry (same formula, charge and spin) (eV) = 0.000
- charge = +1
- 2S+1 = 4
- ⟨S²⟩ = 3.762
- frontier orbital gap (spin up / spin down) (eV) = 6.2 / 7.7

A structure of composition C2H6AlO3, computed with ωB97M-V/def2-TZVPD.

Atoms and positions in Å:
O: -0.92 -0.76 -1.57
C: 0.34 -0.64 -1.05
H: 1.20 -0.61 -1.77
H: 0.57 -1.66 -0.64
Al: -1.53 0.85 -1.56
O: 0.03 1.50 -1.14
H: 0.59 1.45 0.02
C: -0.09 -0.03 1.58
O: 0.90 0.09 0.59
H: 0.21 0.45 2.53
H: -1.03 0.46 1.25
H: -0.27 -1.10 1.75

Properties
- DFT total energy (a.u.) = -547.825924
- 2S+1 = 2
- ⟨S²⟩ = 0.752
- frontier orbital gap (spin up / spin down) (eV) = 8.9 / 7.6

A cluster of 2 separate species, C4H11N3O2 in total, computed with ωB97M-V/def2-TZVPD.

Atoms and positions in Å:
C: 0.49 2.69 -2.39
C: 0.66 0.69 -0.98
N: 1.05 -0.58 -0.89
N: 1.33 1.57 -1.86
N: -0.48 0.90 -0.25
H: 1.78 -1.00 -1.42
H: 0.24 -0.43 2.25
H: 1.74 1.06 -2.68
H: -0.97 0.23 0.35
H: -0.54 1.77 0.24
H: -0.42 2.37 -3.00
H: 1.01 3.45 -2.94
H: 0.11 3.33 -1.58
C: -0.51 -2.82 1.98
C: -1.37 -1.68 2.27
O: -0.59 -0.50 2.65
O: -2.51 -1.51 2.54
H: 0.54 -2.74 2.29
H: -0.59 -3.07 0.90
H: -0.98 -3.71 2.51

Properties
- DFT total energy (a.u.) = -473.404250
- energy relative to the best compared isomer or geometry (same formula, charge and spin) (eV) = 3.107
- charge = +1
- 2S+1 = 2
- ⟨S²⟩ = 0.763
- frontier orbital gap (spin up / spin down) (eV) = 9.8 / 5.5

An isolated molecule of C5H10OS, computed with ωB97M-V/def2-TZVPD.

Atoms and positions in Å:
C: 3.02 1.07 -0.71
S: 1.37 0.91 -1.41
C: 0.83 -0.65 -0.64
C: 0.02 -0.47 0.65
C: -1.41 -0.99 0.54
C: -2.37 -0.36 1.51
O: -3.54 -0.62 1.55
H: 3.55 0.12 -0.78
H: 3.55 1.80 -1.32
H: 2.99 1.40 0.32
H: 1.74 -1.22 -0.44
H: 0.27 -1.16 -1.41
H: 0.03 0.58 0.95
H: 0.56 -1.00 1.44
H: -1.78 -0.80 -0.47
H: -1.46 -2.08 0.69
H: -1.91 0.35 2.22

Properties
- DFT total energy (a.u.) = -669.912767
- energy relative to the best compared isomer or geometry (same formula, charge and spin) (eV) = 0.644
- 2S+1 = 1
- SMILES = CSCCCC=O
- frontier orbital gap (eV) = 9.7

What is the formula in the eighth record?
C5H10OS